Record 1
Computed, not measured: a structure of composition C38H38BCl2N6O4S2V at a distorted geometry, with ωB97M-V with the def2-TZVPD basis set.

HOMO level (alpha / beta) ... -0.1505 / -0.1384 Eh
Energy above the lowest of the compared OMol25 structures with the same formula, charge and spin ... 36.7 kcal/mol
<S²> ... 0.7560
Total charge ... -1
Multiplicity ... 2
LUMO (alpha / beta) ... 0.0850 / 0.0850 Eh

XYZ file:
```
92
C38H38BCl2N6O4S2V ωB97M-V with the def2-TZVPD basis set
V 0.18 0.04 -0.47
C 2.50 -4.86 -0.14
C 2.43 -3.39 0.13
C 3.34 -2.60 0.79
C 2.78 -1.32 0.83
N 1.58 -1.33 0.22
N 1.40 -2.61 -0.20
B 0.13 -2.97 -0.98
N 0.09 -2.17 -2.28
N -0.12 -0.83 -2.26
C -0.30 -0.45 -3.54
C -0.14 -1.57 -4.37
C 0.10 -2.64 -3.54
C 0.34 -4.07 -3.90
C -0.69 0.88 -4.03
C -1.12 1.02 -5.36
C -1.47 2.26 -5.87
C -1.39 3.39 -5.07
C -0.98 3.26 -3.76
C -0.64 2.02 -3.25
N -1.10 -2.62 -0.14
N -1.48 -1.34 0.10
C -2.68 -1.41 0.67
C -3.07 -2.75 0.81
C -2.03 -3.49 0.30
C -1.88 -4.98 0.26
C -3.55 -0.31 1.13
C -3.11 0.70 1.99
C -4.00 1.63 2.50
C -5.34 1.58 2.16
C -5.79 0.59 1.29
C -4.90 -0.34 0.78
C 3.48 -0.24 1.56
C 4.70 0.24 1.07
C 5.45 1.13 1.82
C 5.00 1.56 3.06
C 3.81 1.06 3.57
C 3.07 0.15 2.83
H 3.42 -5.25 0.28
H 1.66 -5.38 0.32
H 2.49 -5.08 -1.21
H 4.28 -2.90 1.21
H 0.13 -4.14 -1.23
H -0.17 -1.61 -5.45
H 0.41 -4.16 -4.98
H 1.27 -4.43 -3.45
H -0.47 -4.70 -3.54
H -1.20 0.15 -5.99
H -1.79 2.33 -6.90
H -1.66 4.36 -5.48
H -0.90 4.13 -3.12
H -0.32 1.95 -2.23
H -3.97 -3.12 1.29
H -2.68 -5.43 0.84
H -1.93 -5.35 -0.76
H -0.93 -5.28 0.69
H -2.07 0.70 2.29
H -3.64 2.39 3.18
H -6.04 2.29 2.57
H -6.84 0.54 1.02
H -5.25 -1.12 0.11
H 5.04 -0.10 0.10
H 6.39 1.51 1.42
H 5.58 2.28 3.62
H 3.46 1.36 4.54
H 2.15 -0.27 3.23
Cl 0.63 1.52 1.31
C 0.14 1.78 2.96
C 0.11 3.12 3.34
C -0.24 3.46 4.63
C -0.56 2.46 5.53
C -0.52 1.13 5.15
Cl -0.92 -0.06 6.34
C -0.15 0.71 3.84
S -0.07 -0.94 3.38
H 0.36 3.87 2.61
H -0.27 4.50 4.94
H -0.85 2.70 6.55
C -1.85 2.92 -0.23
O -1.83 1.54 -0.60
H -2.63 3.45 -0.79
H -0.88 3.34 -0.48
H -2.03 3.05 0.84
H -2.55 1.10 -0.14
C 3.63 2.96 -0.83
S 2.18 2.42 -1.72
O 2.54 2.43 -3.12
O 1.14 3.37 -1.34
O 1.91 1.03 -1.24
H 3.81 3.99 -1.15
H 4.46 2.32 -1.11
H 3.43 2.91 0.23
```

=====

Record 2
Computed, not measured: a structure of composition C38H38ClN2NiPS2Si, with ωB97M-V with the def2-TZVPD basis set.

HOMO level (alpha / beta) ... -0.2524 / -0.2500 Eh
Energy above the lowest of the compared OMol25 structures with the same formula, charge and spin ... 15.5 kcal/mol
<S²> ... 2.0083
Multiplicity ... 3
LUMO (alpha / beta) ... 0.0104 / 0.0025 Eh

XYZ file:
```
84
C38H38ClN2NiPS2Si ωB97M-V with the def2-TZVPD basis set
Ni 0.17 -0.26 -0.08
Cl 0.29 2.24 0.06
C -0.99 2.88 -0.98
C -1.09 4.26 -1.04
C -2.06 4.82 -1.86
C -2.89 4.00 -2.62
C -2.76 2.63 -2.54
C -1.83 2.03 -1.69
P -1.60 0.22 -1.58
C -3.17 -0.54 -1.07
C -4.39 0.11 -0.96
C -5.52 -0.61 -0.57
C -5.42 -1.97 -0.31
C -4.20 -2.61 -0.41
C -3.07 -1.90 -0.78
C -1.43 -0.22 -3.33
C -0.22 0.08 -3.95
C -0.04 -0.19 -5.30
C -1.07 -0.77 -6.03
C -2.27 -1.07 -5.42
C -2.46 -0.79 -4.07
H -0.42 4.88 -0.46
H -2.15 5.89 -1.92
H -3.63 4.44 -3.28
H -3.39 1.99 -3.16
H -4.47 1.17 -1.15
H -6.47 -0.10 -0.47
H -6.30 -2.52 -0.01
H -4.12 -3.67 -0.19
H -2.11 -2.40 -0.83
H 0.60 0.49 -3.38
H 0.90 0.04 -5.78
H -0.93 -0.98 -7.08
H -3.07 -1.53 -5.98
H -3.39 -1.05 -3.59
S 2.56 0.10 0.83
C 2.88 -1.26 1.75
N 2.43 -1.45 2.99
C 2.58 -2.79 3.54
C 3.80 -3.38 2.85
S 3.84 -2.59 1.20
H 1.70 -0.82 3.30
H 1.68 -3.37 3.33
H 2.72 -2.74 4.62
H 3.73 -4.45 2.74
H 4.73 -3.13 3.37
C 0.73 -1.65 -1.38
C 1.10 -2.46 -2.21
C 1.54 -3.42 -3.18
C 2.41 -3.06 -4.21
C 2.83 -4.00 -5.14
C 2.38 -5.31 -5.06
C 1.51 -5.68 -4.04
C 1.09 -4.75 -3.11
H 2.76 -2.04 -4.27
H 3.51 -3.70 -5.93
H 2.71 -6.04 -5.79
H 1.16 -6.70 -3.98
H 0.42 -5.03 -2.31
C -0.77 0.69 4.14
Si -1.72 0.08 2.62
C -2.28 1.69 1.83
C -3.32 -0.77 3.14
N -0.72 -0.93 1.62
C -0.55 -2.24 2.06
C -0.05 -3.26 1.23
C 0.02 -4.58 1.64
C -0.37 -4.98 2.91
C -0.83 -3.99 3.77
C -0.91 -2.67 3.37
H -1.41 1.28 4.81
H 0.04 1.34 3.80
H -0.33 -0.12 4.73
H -3.17 2.00 2.38
H -2.59 1.61 0.79
H -1.55 2.49 1.91
H -4.15 -0.05 3.14
H -3.29 -1.22 4.13
H -3.57 -1.57 2.43
H 0.25 -3.01 0.23
H 0.40 -5.32 0.93
H -0.31 -6.01 3.22
H -1.13 -4.25 4.78
H -1.28 -1.96 4.09
```

=====

Which of these has the lowest multiplicity?
C38H38BCl2N6O4S2V

=====

Which of these has the lowest multiplicity?
C38H38BCl2N6O4S2V

=====

The highest energy above the lowest of the compared OMol25 structures with the same formula, charge and spin belongs to which entry?
C38H38BCl2N6O4S2V